Entry 1:
Molecular formula: C16H48N4O24P4
Method: DFT, ωB97M-V with the def2-TZVPD basis set

energy	-109624.3536	eV
ΔE to the lowest compared entry with this formula, charge and spin	0.0000	eV
frontier orbital gap	10.771	eV
LUMO level	0.0149	Eh

Geometry as XYZ:
```
96
C16H48N4O24P4 | the OMol25 dataset | ωB97M-V with the def2-TZVPD basis set
C 2.4659 3.7370 -0.4619
O 2.4755 2.2858 -0.5030
P 3.2321 1.5141 0.6174
O 2.6136 1.6411 1.9432
O 3.1500 0.0090 -0.0150
C 3.4940 -0.2469 -1.4094
O 4.7316 1.8938 0.5624
C 5.5777 1.4554 1.6499
H 2.6305 4.0799 0.5614
H 1.5757 4.2142 -0.8916
H 3.3334 4.0467 -1.0448
H 4.5506 -0.4689 -1.4687
H 3.2530 0.5912 -2.1017
H 2.9468 -1.1551 -1.6943
H 5.2983 1.9695 2.5836
H 6.6079 1.7084 1.3412
H 5.5689 0.3411 1.7354
C -4.0525 -2.6076 0.9877
O -4.3054 -3.9943 0.8919
P -3.3598 -4.9912 1.6286
O -2.8079 -4.6880 2.9651
O -4.2132 -6.3080 1.6793
C -5.3029 -6.4205 2.6078
O -2.2258 -5.4386 0.6779
C -1.1685 -6.2782 1.0939
H -3.7222 -2.2604 1.9770
H -4.9604 -2.1220 0.7089
H -3.2769 -2.3430 0.2304
H -5.9242 -5.5022 2.5842
H -4.9245 -6.6730 3.6140
H -5.8952 -7.2807 2.2818
H -0.7159 -5.9112 2.0043
H -0.4351 -6.3277 0.2964
H -1.5986 -7.3044 1.1768
C -3.8891 1.5591 1.7907
O -3.2431 1.1280 0.5564
P -3.3486 1.9634 -0.7888
O -4.6096 2.6648 -0.9773
O -2.0562 2.9102 -0.8632
C -2.2567 4.3033 -0.4860
O -2.9158 0.8103 -1.7392
C -3.8036 -0.3257 -1.9481
H -4.9747 1.6822 1.5868
H -3.4419 2.4461 2.2172
H -3.6474 0.7546 2.4919
H -1.3151 4.8130 -0.5776
H -2.6114 4.4458 0.5433
H -2.9554 4.7261 -1.1809
H -4.3903 -0.3657 -1.0006
H -3.1197 -1.1667 -2.1113
H -4.5880 -0.1930 -2.7101
C 0.4540 2.2994 -3.3043
O 1.3108 2.6961 -4.4577
P 2.9108 2.3932 -4.4789
O 3.7042 2.5594 -3.2395
O 2.9918 0.9472 -5.1683
C 4.2623 0.4181 -5.5138
O 3.3019 3.3820 -5.6154
C 2.6585 3.2362 -6.8795
H -0.4089 2.9472 -3.3875
H 0.9937 2.4998 -2.3960
H 0.0897 1.2896 -3.3663
H 4.6914 1.1032 -6.3170
H 4.1614 -0.5737 -5.9622
H 4.9193 0.3277 -4.6181
H 2.4969 4.2688 -7.2795
H 1.7201 2.7479 -6.6770
H 3.2938 2.6919 -7.5798
C 0.4537 2.7460 3.6222
N -0.1856 3.7711 2.6914
O -1.3685 3.9803 2.7703
O 0.5564 4.3360 1.8894
H 0.1102 3.0371 4.6025
H 1.4973 2.8118 3.3788
H 0.0141 1.7883 3.3416
C -1.0010 -2.0494 4.4925
N -0.9233 -0.5784 4.3948
O -1.4786 -0.0640 3.4612
O -0.4241 0.0400 5.2863
H -0.0509 -2.3735 4.8659
H -1.2612 -2.4750 3.5372
H -1.7635 -2.2366 5.2755
C -0.0695 0.4617 0.2240
N -0.0683 -0.8829 -0.5163
O 0.3632 -0.8670 -1.6355
O -0.4966 -1.9139 0.0319
H 0.8243 0.3444 0.8179
H -0.9093 0.5702 0.8718
H 0.0100 1.2748 -0.4942
C 2.4123 -2.9311 0.7612
N 1.8224 -2.8617 2.1152
O 1.8769 -1.8085 2.7259
O 1.3944 -3.8746 2.6225
H 1.6304 -3.1948 0.0443
H 3.2160 -3.6649 0.8578
H 2.8170 -1.9406 0.5911
```

Atomic partial charges in e from the Löwdin method, atoms 1 to 5: -0.067 -0.237 0.338 -0.216 -0.271


Entry 2:
Molecular formula: C16H48N4O6
Method: DFT, ωB97M-V with the def2-TZVPD basis set

energy	-35611.1496	eV
ΔE to the lowest compared entry with this formula, charge and spin	3.4088	eV
frontier orbital gap	9.794	eV
LUMO level	0.0235	Eh

Geometry as XYZ:
```
74
C16H48N4O6 | the OMol25 dataset | ωB97M-V with the def2-TZVPD basis set
C -2.2729 2.1870 1.5229
O -3.4805 2.2306 0.6717
C -4.3963 3.2469 1.1851
C -5.7645 3.2518 0.4176
C -5.5705 3.3782 -1.0536
N -6.6495 4.2909 0.7624
H -2.5572 2.1248 2.5733
H -1.6529 3.0821 1.4735
H -1.8062 1.2459 1.2318
H -4.7492 3.1883 2.2147
H -3.9095 4.2205 1.2427
H -6.2337 2.2923 0.6348
H -6.5214 3.3879 -1.5864
H -4.8716 2.5731 -1.2803
H -5.1556 4.3363 -1.3666
H -7.6019 4.1676 0.4497
H -6.8450 4.2793 1.7532
C 3.4056 -4.2120 -1.1685
O 2.5984 -3.8815 -2.2931
C 1.9052 -4.9219 -3.0031
C 1.5407 -4.3671 -4.3455
C 0.8759 -5.2993 -5.3274
N 2.7022 -3.8995 -5.1178
H 3.3457 -3.3828 -0.4636
H 4.4475 -4.2654 -1.4842
H 3.0619 -5.1387 -0.7091
H 2.6458 -5.7156 -3.1016
H 1.0453 -5.2950 -2.4467
H 0.9187 -3.5057 -4.1019
H 0.7464 -4.7390 -6.2533
H -0.1192 -5.6131 -5.0121
H 1.5579 -6.1381 -5.4670
H 3.0805 -4.7784 -5.4413
H 3.2505 -3.7260 -4.2876
C 0.3042 -2.6059 0.6793
O 0.7991 -2.0607 1.9514
C 1.1319 -0.6629 1.8734
C 1.2379 -0.0582 3.3476
C -0.0797 -0.0677 4.0433
N 1.5239 1.3848 3.1903
H 0.8860 -2.2615 -0.1757
H -0.7088 -2.2256 0.5477
H 0.2267 -3.6896 0.7668
H 2.0601 -0.4578 1.3400
H 0.3527 -0.0964 1.3637
H 2.1001 -0.5033 3.8441
H -0.3976 -1.1025 4.1709
H -0.8819 0.5044 3.5772
H -0.0157 0.3245 5.0583
H 2.5236 1.5272 3.1704
H 1.1753 1.7947 2.3355
C 2.0735 1.8257 -4.1417
O 2.6881 2.3394 -2.9599
C 1.8314 2.0431 -1.8069
C 2.2693 2.7738 -0.5237
C 3.4586 2.0057 0.1092
N 1.1430 2.6359 0.4063
H 2.6681 2.2038 -4.9733
H 1.0207 2.0939 -4.0532
H 2.2372 0.7584 -4.2903
H 0.9152 2.5783 -2.0566
H 1.5990 0.9841 -1.6943
H 2.6354 3.7958 -0.6206
H 4.2883 2.0942 -0.5922
H 3.2515 0.9361 0.1457
H 3.5954 2.2797 1.1552
H 0.4445 3.3007 0.1060
H 1.5016 3.0373 1.2608
O -2.0118 -2.6265 5.6630
H -1.6810 -3.4493 5.3028
H -2.7431 -2.8865 6.2232
O -0.3485 2.6257 5.0718
H -0.0703 1.9512 4.4522
H 0.0258 2.3516 5.9090
```

Atomic partial charges in e from the Löwdin method, atoms 1 to 5: -0.076 -0.186 -0.177 -0.486 -0.081


Entry 3:
Molecular formula: C16H48O8
Method: DFT, ωB97M-V with the def2-TZVPD basis set

energy	-33749.0174	eV
ΔE to the lowest compared entry with this formula, charge and spin	1.4839	eV
frontier orbital gap	9.751	eV
LUMO level	0.0137	Eh

Geometry as XYZ:
```
72
C16H48O8 | the OMol25 dataset | ωB97M-V with the def2-TZVPD basis set
C 0.3252 5.0405 -3.3294
C 1.3254 3.8800 -3.4236
O 0.9037 2.7876 -2.6074
H -0.6913 4.7165 -3.5552
H 0.6293 5.8037 -4.0451
H 0.2786 5.4592 -2.3240
H 2.3214 4.2089 -3.1144
H 1.4407 3.5800 -4.4693
H 1.5700 2.0915 -2.7239
C 0.5841 -0.1390 -0.4820
C -0.0001 -1.4032 0.1315
O -0.5317 -1.1393 1.4043
H -0.1899 0.6216 -0.5854
H 0.9697 -0.4031 -1.4691
H 1.3819 0.2475 0.1534
H 0.7603 -2.1914 0.1532
H -0.8276 -1.7611 -0.4841
H 0.1295 -0.6763 1.9463
C -0.0083 1.6465 3.6277
C 1.0404 0.7048 4.1683
O 1.4417 -0.1053 3.0682
H -0.3540 2.2757 4.4528
H -0.8988 1.0767 3.3534
H 0.3209 2.2546 2.7887
H 0.6511 0.1220 5.0069
H 1.8765 1.2809 4.5767
H 2.0704 -0.7611 3.4095
C -3.9813 -0.6644 -0.3018
C -3.3820 0.4836 0.5087
O -4.4484 1.3121 0.9700
H -4.5301 -0.3395 -1.1849
H -4.6442 -1.2960 0.2917
H -3.1972 -1.3420 -0.6480
H -2.6624 1.0122 -0.1266
H -2.7596 0.1722 1.3509
H -4.0964 1.9097 1.6347
C -0.7312 0.4734 -4.6683
C -1.7405 0.7789 -3.5771
O -1.7890 2.1509 -3.2256
H -0.7855 1.1903 -5.4877
H -0.9452 -0.4823 -5.1552
H 0.2722 0.3854 -4.2510
H -1.5822 0.1677 -2.6820
H -2.7416 0.4799 -3.8935
H -0.9254 2.4238 -2.8748
C -4.5710 -3.4437 3.5435
C -3.4990 -2.4457 3.1699
O -2.3882 -3.0382 2.5486
H -4.9365 -3.9594 2.6550
H -5.4192 -2.9957 4.0595
H -4.1452 -4.1815 4.2273
H -3.2664 -1.8194 4.0407
H -3.9124 -1.7026 2.4758
H -1.8997 -2.3517 2.0768
C 4.2832 0.6701 -1.5234
C 4.0351 0.4340 -3.0132
O 2.8070 0.9643 -3.4279
H 4.5202 1.7160 -1.3243
H 5.0753 0.0509 -1.1053
H 3.3793 0.4286 -0.9620
H 4.0479 -0.6517 -3.1568
H 4.9087 0.8111 -3.5529
H 2.6559 0.7226 -4.3464
C 2.2815 -3.6893 2.1656
C 3.2702 -2.4988 2.1229
O 3.4764 -1.9635 3.4309
H 2.6835 -4.4431 2.8438
H 2.2238 -4.1566 1.1816
H 1.2893 -3.3874 2.4976
H 2.9872 -1.6663 1.4787
H 4.2108 -2.8577 1.6954
H 4.0532 -2.5795 3.8908
```

Atomic partial charges in e from the Löwdin method, atoms 1 to 5: -0.073 -0.300 -0.115 0.068 0.073


Entry 4:
Molecular formula: C16H48OP2PtSi4
Method: DFT, ωB97M-V with the def2-TZVPD basis set

multiplicity	5
total charge	+2
energy	-72735.4711	eV
ΔE to the lowest compared entry with this formula, charge and spin	0.0000	eV
frontier orbital gap (alpha / beta)	5.536 / 5.306	eV
LUMO level (alpha / beta)	-0.1789 / -0.3558	Eh

Geometry as XYZ:
```
72
C16H48OP2PtSi4 | the OMol25 dataset | ωB97M-V with the def2-TZVPD basis set
Pt -0.2644 -0.4506 -2.4063
H -1.0521 -0.9488 -0.9196
H -1.5357 -0.2367 -1.2211
P -0.1837 -2.7444 -2.7282
P -0.1783 1.7845 -2.8517
C 1.2593 2.6602 -2.1630
H 1.3308 3.6397 -2.6566
H 1.1139 2.7982 -1.0837
H 2.1710 2.0840 -2.3473
C -0.1088 2.0355 -4.6486
H -0.9618 1.5083 -5.0885
H -0.1567 3.1073 -4.8877
H 0.8243 1.6048 -5.0309
C -1.6091 2.7098 -2.2407
H -1.5161 2.8794 -1.1625
H -1.6546 3.6769 -2.7621
H -2.5145 2.1333 -2.4493
C 0.1588 -3.0623 -4.4870
H 0.1341 -4.1436 -4.6865
H -0.5996 -2.5549 -5.0979
H 1.1486 -2.6645 -4.7480
C 1.1202 -3.5952 -1.7950
H 0.9020 -3.5820 -0.7193
H 1.1777 -4.6373 -2.1376
H 2.0923 -3.1147 -1.9619
C -1.7463 -3.5650 -2.3314
H -2.5543 -3.0866 -2.8988
H -1.6814 -4.6239 -2.6191
H -1.9770 -3.4968 -1.2598
C 1.5601 -0.5146 -1.8438
O 2.6811 -0.5944 -1.5530
H -1.5176 -0.4703 -3.4823
C 3.6033 0.9653 1.4361
Si 1.9780 1.6571 2.1033
C 1.9918 1.6516 3.9810
C 1.9378 3.4462 1.5232
Si 0.1578 0.4951 1.2437
Si 0.4547 -1.6024 2.2080
C 0.2135 -1.6458 4.0741
C -0.9092 -2.7089 1.5001
C 2.1606 -2.3323 1.8647
Si -2.0640 1.1705 1.7180
C -2.4387 0.7914 3.5239
C -2.3063 3.0180 1.4137
C -3.3224 0.2773 0.6066
H 4.4299 1.4537 1.9758
H 3.7168 1.1978 0.3696
H 3.7156 -0.1174 1.5473
H 2.7042 2.4362 4.2830
H 1.0155 1.9035 4.4196
H 2.3223 0.7010 4.4140
H 2.3301 3.5477 0.5037
H 0.9406 3.8971 1.5627
H 2.5971 4.0133 2.1974
H -0.8024 -1.3630 4.3796
H 0.3809 -2.6946 4.3782
H 0.9249 -1.0142 4.6157
H -0.6946 -2.9994 0.4712
H -0.9818 -3.6263 2.1077
H -1.8928 -2.2257 1.5224
H 2.4121 -2.3289 0.8019
H 2.9744 -1.8319 2.3990
H 2.1357 -3.3734 2.2118
H -1.5593 0.8732 4.1750
H -3.1939 1.5051 3.8820
H -2.8494 -0.2216 3.6351
H -2.7681 3.2072 0.4380
H -2.9895 3.4089 2.1823
H -1.3728 3.5903 1.4705
H -3.1556 0.5106 -0.4537
H -3.3276 -0.8139 0.7239
H -4.3315 0.6461 0.8592
```

Atomic partial charges in e from the Löwdin method, atoms 1 to 5: 0.795 -0.014 -0.005 0.626 0.607


Entry 5:
Molecular formula: C16H49Cr2O10
Method: DFT, ωB97M-V with the def2-TZVPD basis set

multiplicity	9
total charge	+1
energy	-94697.2142	eV
frontier orbital gap (alpha / beta)	6.979 / 8.223	eV
LUMO level (alpha / beta)	-0.1346 / -0.1314	Eh

Geometry as XYZ:
```
77
C16H49Cr2O10 | the OMol25 dataset | ωB97M-V with the def2-TZVPD basis set
Cr -2.7793 -13.9872 -15.3606
Cr -2.1300 -13.9784 -12.1714
C -4.9369 -11.1943 -14.5060
C -4.3963 -12.0181 -13.3429
O -3.6490 -13.1571 -13.6242
H -4.1853 -11.0697 -15.2910
H -5.1990 -10.2189 -14.0969
H -5.8138 -11.6473 -14.9684
H -5.2238 -12.2436 -12.6507
H -3.8279 -11.2820 -12.7478
O -1.4257 -14.7614 -13.9910
H -1.2570 -15.6362 -14.3403
O -0.7065 -12.6289 -12.1735
H -1.0332 -11.9530 -12.7713
C -5.1532 -12.8800 -9.7701
C -3.8102 -13.1209 -9.1217
O -2.8146 -13.0756 -10.1825
H -5.0140 -12.0389 -10.4533
H -5.9929 -12.6505 -9.1161
H -5.5335 -13.6852 -10.4041
H -3.7461 -14.0735 -8.5902
H -3.5501 -12.3648 -8.3810
H -1.9976 -12.8220 -9.7288
C -10.5235 -12.5887 -17.1254
C -9.2133 -11.8181 -16.9638
O -8.5856 -12.3542 -15.7970
H -10.3230 -13.6627 -17.1132
H -11.0307 -12.3872 -18.0680
H -11.1535 -12.3947 -16.2603
H -9.4128 -10.7425 -16.9242
H -8.5546 -11.8554 -17.8395
H -8.3000 -11.6008 -15.2670
C -7.7918 -14.6562 -12.0328
C -8.7954 -13.5205 -12.0324
O -8.3128 -12.3396 -11.3886
H -6.8505 -14.2206 -12.3867
H -8.1732 -15.3557 -12.7796
H -7.6980 -15.1000 -11.0462
H -9.6759 -13.8556 -11.4781
H -9.1863 -13.2775 -13.0244
H -7.5277 -12.0885 -11.8911
C -4.3034 -7.1073 -15.8518
C -5.5812 -7.0511 -15.0575
O -6.7202 -7.1700 -15.9100
H -4.2891 -7.9976 -16.4842
H -3.4554 -7.2269 -15.1706
H -4.2131 -6.2158 -16.4699
H -5.6277 -6.1189 -14.4878
H -5.6642 -7.9045 -14.3796
H -7.0983 -6.3270 -16.1651
C -3.1660 -9.3065 -10.6502
C -2.5058 -8.8459 -11.9549
O -1.8187 -7.6317 -11.6329
H -4.1861 -8.9106 -10.6243
H -2.6482 -8.9293 -9.7756
H -3.3183 -10.3883 -10.6510
H -3.2631 -8.6432 -12.7219
H -1.8427 -9.6140 -12.3671
H -1.5376 -7.2315 -12.4653
C -6.0708 -13.5513 -18.4895
C -5.4614 -13.0998 -17.1913
O -4.0282 -13.3538 -17.1509
H -5.8250 -12.9789 -19.3806
H -7.1363 -13.7399 -18.3800
H -5.6228 -14.5424 -18.6618
H -5.8169 -13.5271 -16.2584
H -5.6363 -12.0263 -17.0698
H -3.6355 -13.0689 -17.9861
C -6.5328 -16.3791 -15.3225
C -5.2619 -16.1949 -14.5111
O -4.2037 -15.7048 -15.3962
H -6.3091 -17.0037 -16.1836
H -6.9062 -15.3944 -15.6142
H -7.3584 -16.7369 -14.7072
H -4.8315 -17.0935 -14.0653
H -5.3482 -15.4588 -13.7151
H -4.0696 -16.3800 -16.0732
```

Atomic partial charges in e from the Löwdin method, atoms 1 to 5: 1.009 0.908 -0.057 -0.379 -0.400


Entry 6:
Molecular formula: C16H49N2O11
Method: DFT, ωB97M-V with the def2-TZVPD basis set

total charge	+1
energy	-42877.8211	eV
ΔE to the lowest compared entry with this formula, charge and spin	1.4568	eV
frontier orbital gap	9.395	eV
LUMO level	-0.0902	Eh

Geometry as XYZ:
```
78
C16H49N2O11 | the OMol25 dataset | ωB97M-V with the def2-TZVPD basis set
C 3.1356 -1.9304 0.6253
N 1.9935 -2.5981 0.6119
C 1.0096 -1.8619 -0.0088
C -0.4062 -2.2818 -0.1965
C -1.3659 -1.1843 0.2838
C -2.8651 -1.4980 0.4314
O -2.3032 -0.7295 -0.6287
C 1.6042 -0.7065 -0.3759
N 2.9081 -0.7765 0.0202
H 4.0684 -2.2527 1.0506
H 1.8408 -3.5206 1.0179
H -0.6144 -3.2018 0.3481
H -0.5852 -2.3992 -1.2655
H -0.9340 -0.4640 0.9800
H -2.8720 -2.5726 0.3191
H -3.1112 -0.9206 1.3106
H 1.1925 0.1541 -0.8846
H 3.5619 -0.0240 -0.1452
C 3.9617 -0.6298 -3.0774
O 3.2828 0.5720 -2.7406
H 4.8527 -0.7041 -2.4551
H 3.3156 -1.4984 -2.9032
H 4.2615 -0.6207 -4.1266
H 2.5051 0.6078 -3.3229
C 0.2679 2.4613 -1.6199
O -0.1258 1.1838 -2.1372
H 1.2343 2.7066 -2.0524
H -0.4497 3.2353 -1.8934
H 0.3666 2.4408 -0.5317
H -0.9890 0.9701 -1.7653
C 3.0015 4.7995 0.2606
O 1.6012 4.6236 0.4679
H 3.2996 4.1011 -0.5197
H 3.2277 5.8167 -0.0610
H 3.5711 4.5796 1.1678
H 1.3297 5.2425 1.1542
C 0.8661 8.6024 -0.6579
O 1.1680 7.3496 -0.0495
H 1.2115 9.3782 0.0198
H 1.3808 8.7170 -1.6145
H -0.2080 8.7251 -0.8133
H 0.8727 6.6415 -0.6300
C 0.4134 -0.8637 -4.9929
O 1.4342 0.1286 -4.9196
H -0.2229 -0.7212 -4.1226
H -0.1926 -0.7455 -5.8921
H 0.8310 -1.8742 -4.9733
H 2.0017 0.0348 -5.6906
C 0.7279 -6.4317 1.8730
O 1.6395 -5.3148 1.7835
H 0.0720 -6.2458 2.7163
H 0.1403 -6.5249 0.9581
H 1.2784 -7.3536 2.0531
H 2.2360 -5.5229 1.0553
C -6.2129 -0.1625 -1.4032
O -5.5648 -1.2411 -2.0736
H -7.2639 -0.1671 -1.6763
H -6.1367 -0.2780 -0.3182
H -5.7773 0.7940 -1.7015
H -4.6400 -1.2103 -1.8172
C 4.3413 2.2985 2.4702
O 4.8835 1.1304 3.0820
H 4.7849 3.1526 2.9731
H 4.5951 2.3527 1.4067
H 3.2557 2.3437 2.5921
H 4.5001 0.3579 2.6626
C -8.9436 0.0675 1.2537
O -8.8180 1.4222 0.8378
H -8.9287 -0.5430 0.3546
H -8.1076 -0.2240 1.8963
H -9.8838 -0.1085 1.7815
H -8.8332 1.9817 1.6185
C 0.6038 -4.9665 5.4516
O 0.0623 -6.2300 5.0810
H 1.4227 -4.7614 4.7651
H -0.1383 -4.1676 5.3668
H 0.9958 -4.9788 6.4705
H -0.6625 -6.4305 5.6800
```

Atomic partial charges in e from the Löwdin method, atoms 1 to 5: -0.048 0.170 -0.186 -0.038 -0.304


> energy of number 5 (C16H49Cr2O10)?

-94697.2142 eV


> The highest energy belongs to which entry?

C16H48O8


> Which formula does entry 4 have?

C16H48OP2PtSi4